No. 1
{
  "formula": "C8H9Cl3N2O5PtSi",
  "method": "ωB97M-V/def2-TZVPD",
  "gap_ha": 0.342,
  "spin_multiplicity": 1,
  "mol_weight_da": 542.692,
  "de_lowest_kcal_mol": 8.0,
  "total_energy_ha": -2585.5903,
  "homo_ev": -9.733,
  "lumo_ev": -0.43,
  "species": ["Pt", "O", "C", "O", "C", "C", "N", "N", "C", "C", "O", "O", "H", "H", "H", "Cl", "Si", "Cl", "Cl", "C", "C", "C", "O", "H", "H", "H", "H", "H", "H"],
  "xyz": [[0.040, 0.872, -0.630], [1.286, 1.462, 5.047], [0.460, 0.444, 4.911], [0.114, -0.250, 5.833], [-0.042, 0.143, 3.535], [-0.916, -0.890, 3.278], [-1.152, -0.896, 1.955], [-0.497, 0.090, 1.338], [0.186, 0.730, 2.275], [1.034, 1.888, 1.834], [1.646, 2.538, 2.669], [1.060, 2.119, 0.566], [1.485, 1.907, 4.178], [-1.365, -1.596, 3.956], [-1.774, -1.489, 1.432], [2.788, 1.494, -2.961], [0.847, 1.979, -2.437], [0.816, 4.014, -2.239], [-0.254, 1.569, -4.168], [0.703, -1.570, -2.823], [-0.727, -1.231, -2.598], [-1.765, -1.888, -3.441], [-1.103, -0.404, -1.762], [0.822, -2.652, -2.896], [1.337, -1.157, -2.042], [1.008, -1.142, -3.783], [-1.548, -2.943, -3.597], [-1.733, -1.395, -4.417], [-2.755, -1.746, -3.014]],
  "forces_ev_per_angstrom": [[0.0, -0.1, 0.1], [0.0, 0.0, 0.0], [0.1, -0.1, 0.0], [0.0, 0.0, 0.0], [-0.1, 0.0, 0.0], [0.0, 0.0, 0.0], [-0.1, 0.1, 0.0], [0.1, 0.0, 0.0], [0.0, 0.0, 0.0], [0.0, 0.0, 0.0], [0.0, 0.0, 0.0], [0.0, 0.0, 0.0], [-0.1, 0.1, 0.0], [0.0, 0.0, 0.0], [0.0, 0.0, 0.0], [0.0, 0.0, 0.0], [0.0, 0.1, 0.0], [0.0, 0.0, 0.0], [0.0, 0.0, 0.0], [0.0, 0.0, 0.0], [0.0, 0.0, 0.0], [0.0, 0.0, 0.0], [0.0, 0.0, -0.1], [0.0, 0.0, 0.0], [0.0, 0.0, 0.0], [0.0, 0.0, 0.0], [0.0, 0.0, 0.0], [0.0, 0.0, 0.0], [0.0, 0.0, 0.0]],
  "mulliken_charge": [0.553, -0.529, 0.472, -0.591, 0.636, -0.509, -0.128, -0.536, -0.225, 1.022, -0.794, -0.446, 0.473, 0.540, 0.215, -0.284, 0.557, -0.232, -0.298, -1.183, 1.135, -1.168, -0.644, 0.425, 0.262, 0.294, 0.394, 0.265, 0.322]
}

No. 2
{
  "formula": "C8H18N2O",
  "method": "ωB97M-V/def2-TZVPD",
  "gap_ha": 0.348,
  "spin_multiplicity": 1,
  "mol_weight_da": 158.245,
  "de_lowest_kcal_mol": 225.0,
  "total_energy_ha": -500.0049,
  "homo_ev": -8.596,
  "lumo_ev": 0.86,
  "species": ["C", "C", "C", "C", "C", "C", "C", "C", "H", "H", "H", "H", "H", "H", "H", "H", "H", "H", "H", "H", "H", "H", "H", "H", "H", "H", "N", "N", "O"],
  "xyz": [[1.149, 2.406, 0.046], [1.975, 1.001, -0.290], [1.023, -0.067, -0.294], [1.998, -1.253, -0.800], [-1.270, -0.859, 0.374], [-0.912, -2.124, -0.531], [-2.198, 0.273, -0.408], [-2.676, 1.032, 0.824], [0.330, 2.108, -0.602], [0.759, 2.717, 1.064], [1.573, 3.450, -0.619], [2.522, 0.779, -1.312], [2.982, 1.008, 0.157], [0.161, 0.329, -1.144], [1.672, -2.261, -1.166], [2.938, -0.932, -1.551], [2.723, -1.658, -0.010], [-1.661, -1.256, 1.280], [0.135, -1.664, -1.344], [-2.039, -2.261, -0.941], [-0.346, -2.852, 0.123], [-1.584, 0.650, -1.051], [-3.068, -0.415, -0.841], [-3.565, 1.723, 0.868], [-3.174, 0.245, 1.503], [-1.848, 1.612, 1.292], [0.194, -0.365, 0.770], [0.562, -0.682, 2.077], [1.647, -0.683, 2.526]],
  "forces_ev_per_angstrom": [[1.6, 1.4, -3.5], [2.8, 4.7, -0.2], [0.1, -2.0, -4.1], [3.7, -1.8, -0.7], [3.4, -0.5, -2.2], [0.3, 3.1, -1.4], [-3.8, -6.2, 6.2], [-2.0, 0.6, 1.4], [-0.9, 0.9, 0.3], [1.0, -0.9, -1.1], [-0.9, -3.2, 2.4], [-1.9, 2.2, 0.9], [-0.9, -0.8, 1.5], [2.9, -1.6, 1.7], [-0.3, 1.2, 0.0], [-3.0, -0.5, 1.4], [-1.4, 1.1, 0.0], [-0.6, 0.3, 0.8], [-4.8, -2.0, 1.8], [3.2, -1.0, 0.2], [-1.3, 0.2, -0.9], [2.9, 2.9, -4.2], [1.9, 1.8, 0.5], [0.9, -0.1, -1.3], [1.5, 1.0, -0.5], [-0.5, -0.8, 0.0], [-1.5, -0.3, 2.5], [-4.7, -0.6, -0.3], [2.4, 0.7, -1.2]],
  "mulliken_charge": [-0.780, -0.968, -0.019, -1.337, -0.588, -0.780, -0.329, -1.015, 0.189, 0.244, 0.269, 0.356, 0.397, 0.045, 0.332, 0.299, 0.332, 0.549, 0.089, 0.347, 0.376, 0.416, 0.326, 0.357, 0.275, 0.187, 1.242, -0.339, -0.473]
}